The following is a quantum chemistry calculation of a cluster of 2 separate species, CH3Cl2PS2 in total, from the OMol25 dataset.

ORCA input file:
```
! wB97M-V def2-TZVPD RIJCOSX def2/J DEFGRID3
* xyz 0 1
C 0.07 0.72 1.39
P -0.36 -0.40 -1.29
S -0.41 -3.28 -0.18
S 1.21 0.27 -0.02
Cl 0.76 -1.06 -2.75
Cl -1.07 1.23 -2.09
H -0.66 1.29 0.98
H 0.76 1.36 1.90
H -0.30 -0.14 2.05
*
```

Summary:
- ΔE to the lowest compared entry with this formula, charge and spin: 83.2 kcal/mol
- Frontier orbital gap (spin up / spin down): 0.2440 / 0.2502 Eh
- HOMO level (spin up / spin down): -9.24 / -9.27 eV
- Maximum force: 3.96 eV/A
- Lowest unoccupied orbital energy (spin up / spin down): -2.6 / -2.5 eV
- Electronic energy: -2097.94798 Ha